No. 1
Entry from the Open Molecules 2025 dataset: C24H19F9O14Zr as an isolated structure (the ωB97M-V functional and the def2-TZVPD basis).

Calculated values
Kohn-Sham gap ... 5.14 eV
Net charge ... 0
Relative energy (zero: lowest compared OMol25 entry of this formula, charge and spin) ... 124.20 kcal/mol
LUMO level ... -2.74 eV

Each line ends with the Löwdin charge.
Geometry (Å):
Zr  4.49355  28.60516  4.29499  2.099
C  5.33735  30.23203  0.40566  -0.006
C  5.21644  30.12687  1.82033  -0.271
C  6.48266  30.34366  2.68684  -0.227
O  6.22016  29.84892  3.85542  -0.195
C  7.66687  30.88387  1.99586  -0.001
C  7.65663  31.12446  0.65381  -0.303
C  6.41837  30.76572  -0.16603  -0.315
O  6.33925  30.79228  -1.47063  0.012
O  8.81111  31.56068  0.17770  -0.005
O  4.25417  29.56471  2.43904  -0.192
H  4.50489  29.90170  -0.19792  0.107
H  8.56698  31.00283  2.58070  0.119
C  2.65602  27.42959  5.66060  -0.076
C  3.81005  27.13987  6.40031  -0.182
C  4.40869  28.39569  7.12307  -0.150
O  5.11992  29.01911  6.27546  -0.066
C  3.44049  29.24739  7.63873  -0.039
C  2.26372  29.49915  6.94152  -0.426
C  2.01580  28.59544  5.77627  -0.181
O  2.22083  29.13918  4.59241  -0.090
O  1.47893  30.37003  7.36171  0.000
O  4.53582  26.82811  5.43051  -0.205
H  2.29529  26.74701  4.90538  0.131
H  3.57750  29.78850  8.56330  0.134
C  3.14099  27.05700  -1.68150  -0.042
C  3.38714  27.36040  -0.18422  -0.197
O  2.70582  26.40191  0.64895  0.045
C  2.86258  26.31641  2.02693  -0.231
O  3.48063  27.10727  2.71930  0.040
C  2.22025  25.02973  2.55861  -0.520
F  1.04353  25.25279  3.11240  0.196
F  2.01786  24.07069  1.64280  0.176
F  3.03359  24.47203  3.50545  0.143
H  2.08552  26.99499  -1.94650  0.082
H  3.55903  26.07460  -1.90112  0.077
H  3.72875  27.77895  -2.24845  0.088
H  2.98386  28.35849  -0.01313  0.115
H  4.46157  27.47276  -0.03903  0.125
C  9.04754  27.90604  1.64509  -0.050
C  8.98780  27.84172  3.16741  -0.187
O  8.39017  26.62164  3.48588  0.045
C  7.04984  26.30265  3.52159  -0.205
O  6.12515  27.12783  3.45849  0.014
C  6.72200  24.84256  3.81339  -0.568
F  7.56550  23.95685  3.30962  0.203
F  6.56302  24.71725  5.12962  0.198
F  5.56380  24.57973  3.23542  0.175
H  9.67915  28.72875  1.30998  0.090
H  8.07290  28.10350  1.19878  0.073
H  9.38915  26.98153  1.17960  0.088
H  8.45081  28.70544  3.55950  0.110
H  10.04126  27.76491  3.43654  0.137
C  1.48159  33.96338  2.97348  -0.062
C  2.23597  32.76398  3.60297  -0.150
O  3.26504  33.20432  4.53723  0.052
C  4.06142  32.30324  5.14227  -0.293
O  4.09555  31.13283  4.83791  0.066
C  4.96875  32.82284  6.29687  -0.500
F  4.82540  31.91179  7.26756  0.163
F  6.25916  32.72814  5.90132  0.165
F  4.61756  34.02548  6.76101  0.186
H  0.47774  33.75428  2.60380  0.074
H  1.90225  34.35707  2.04819  0.073
H  1.22539  34.76890  3.66166  0.078
H  2.59976  32.16383  2.76897  0.123
H  1.49988  32.22996  4.20389  0.130

---

No. 2
Entry from the Open Molecules 2025 dataset: an isolated ion of composition C6H11N4O and charge +1 (the ωB97M-V functional and the def2-TZVPD basis).

Calculated values
Kohn-Sham gap (alpha / beta) ... 8.00 / 8.14 eV
Net charge ... +1
Multiplicity ... 3
Relative energy (zero: lowest compared OMol25 entry of this formula, charge and spin) ... 65.23 kcal/mol
Expectation value of S² ... 2.04
LUMO level (alpha / beta) ... -3.26 / -5.29 eV

Each line ends with the Löwdin charge.
Geometry (Å):
C  2.65865  -0.62049  0.55867  -0.084
C  1.47170  -0.87525  -0.03683  -0.219
C  0.84839  0.43377  -0.09777  -0.169
C  -0.42546  0.82389  -0.39916  -0.161
C  1.04444  -2.21972  -0.53782  -0.034
C  -1.00880  2.15154  -0.30906  -0.054
N  2.80200  0.67728  0.89173  0.084
N  1.76815  1.29443  0.44778  0.041
N  -2.71809  0.21725  0.40679  0.025
N  -1.64810  -0.18073  -0.52850  0.086
O  -2.87610  -0.85244  1.18174  -0.005
H  3.36495  -1.40254  0.77658  0.127
H  0.03308  -2.48116  -0.17066  0.061
H  1.03688  -2.10729  -1.72515  0.140
H  1.85345  -2.92209  -0.23282  0.097
H  -1.58069  2.25341  0.64743  0.102
H  -1.77901  2.27268  -1.11354  0.109
H  -0.22752  2.90682  -0.36235  0.094
H  1.93773  2.24372  0.37142  0.145
H  -1.97751  0.05977  -1.50443  0.194
H  -1.48449  -1.26521  -0.39723  0.194
H  -3.09367  -0.40764  2.13320  0.227

---

| no. | strongest force on any atom (Eh/bohr) |
| --- | --- |
| 1 | 0.1462 |
| 2 | 0.0706 |